DFT (ωB97M-V with the def2-TZVPD basis set) results for a structure of composition CH17O11Sn at a distorted geometry.

CARTESIAN COORDINATES (ANGSTROEM)
Sn: -0.115593 -0.198104 0.124674
C: 0.147988 2.412508 -1.229659
O: -0.177800 2.325754 -0.048984
O: 0.178574 3.640466 -1.761452
O: 0.420268 1.460450 -1.971917
H: 0.051745 4.322592 -1.104483
O: -2.438875 0.932136 -0.089361
H: -2.501157 1.587384 -0.797623
H: -2.845550 1.365360 0.668046
O: 1.204762 -1.951182 1.952002
H: 1.730008 -1.373622 2.531376
H: 1.756722 -2.557396 1.441138
O: 2.156065 0.822443 1.007578
H: 2.578569 1.416964 0.413247
H: 2.865774 0.231595 1.345320
O: -1.955007 -1.771433 1.047743
H: -2.677063 -1.680358 0.463085
H: -2.369364 -1.355570 1.830321
O: -0.837715 0.997964 2.483630
H: -0.503264 0.896137 3.371719
H: -1.150912 1.908066 2.461659
O: -1.322562 -0.890022 -2.066898
H: -0.676315 -0.877312 -2.812742
H: -1.907846 -0.190558 -2.234269
O: 2.181531 -0.758049 -1.268206
H: 2.494541 -1.188375 -2.030945
H: 2.715901 0.037220 -1.222904
O: 0.208609 -2.869301 -0.707027
H: 0.092080 -3.692419 -0.260765
H: 0.695886 -3.003338 -1.534306

Atoms 1-6, force components in eV/Å:
Sn 0.271 0.753 -0.496
C 0.212 0.698 -1.182
O -0.405 -0.480 2.765
O 0.389 0.428 -1.356
O 0.133 -0.924 -0.354
H -0.164 0.023 0.514

Results
Relative energy (zero: lowest compared OMol25 entry of this formula, charge and spin), kJ/mol: 1.1
Total charge: +1
Calculated total energy, eV: -29662.628
Orbital gap, eV: 9.29
Max |F|, eV/Å: 2.84

DFT (ωB97M-V with the def2-TZVPD basis set) results for a cluster of 2 separate species, C4H12 in total at a distorted geometry.

CARTESIAN COORDINATES (ANGSTROEM)
C: -0.835476 1.867011 0.831336
C: -2.209128 1.313210 0.317329
H: -0.211995 1.998515 -0.046579
H: -1.034015 2.637578 1.562934
H: -0.445356 1.083795 1.496507
H: -2.138317 0.244336 0.128608
H: -2.553338 1.904244 -0.527776
H: -2.966654 1.581829 1.062796
C: 1.602197 -2.103066 -0.070381
C: 1.482001 -1.099594 -1.201818
H: 1.739076 -1.561115 0.862426
H: 0.700142 -2.673062 0.107197
H: 2.457604 -2.788045 -0.110988
H: 0.894826 -0.230400 -0.884805
H: 1.054701 -1.518497 -2.101527
H: 2.463738 -0.656742 -1.425265

Atoms 1-6, force components in eV/Å:
C -1.502 -2.039 0.372
C 0.337 1.344 0.837
H 0.486 0.678 0.501
H 0.421 1.028 -0.644
H 0.433 -0.001 -0.471
H -0.371 0.122 -0.193

Results
Relative energy (zero: lowest compared OMol25 entry of this formula, charge and spin), kJ/mol: 43.0
Total charge: 0
SMILES string: CC.CC
Calculated total energy, eV: -4342.083
Orbital gap, eV: 12.88
Max |F|, eV/Å: 2.56